1.
{"formula": "C42H39CsN10OS", "method": "wB97M-V/def2-TZVPD", "molar_mass_g_mol": 864.82, "energy_ev": -72510.916, "charge": -2, "orbital_gap_ev": 2.43, "species": ["C", "H", "H", "C", "C", "C", "C", "C", "H", "C", "H", "C", "H", "C", "H", "H", "H", "H", "C", "C", "H", "H", "H", "H", "C", "C", "N", "H", "C", "C", "H", "H", "N", "C", "N", "H", "C", "H", "H", "C", "Cs", "C", "N", "H", "N", "H", "H", "H", "C", "C", "C", "C", "C", "H", "C", "N", "C", "H", "C", "S", "C", "C", "N", "H", "C", "H", "H", "C", "H", "H", "H", "N", "H", "C", "C", "C", "H", "C", "H", "C", "N", "H", "C", "C", "C", "C", "N", "H", "O", "H", "H", "C", "C", "H"], "xyz": [[-2.495, 0.114, -2.661], [-2.927, 3.995, -0.820], [2.472, 0.300, 3.086], [2.000, -0.649, 4.998], [0.346, 3.943, 1.620], [-5.299, -0.110, -0.768], [-0.656, 4.215, 0.513], [-5.926, -0.640, -1.891], [-0.083, -2.224, 5.491], [-0.312, -1.167, 5.306], [-0.449, 1.369, 6.088], [2.522, -0.389, -2.552], [-2.469, -6.308, -0.432], [-2.496, 2.362, -2.104], [-5.713, -1.976, -3.568], [-0.457, -1.890, 3.248], [0.389, 6.019, 2.187], [-0.140, -6.673, -1.229], [4.793, -0.162, -1.571], [5.344, -0.529, -2.837], [2.846, -0.035, 5.330], [-3.770, 3.637, -3.280], [2.514, -1.320, -5.872], [2.025, 1.481, 2.976], [0.244, -4.572, -1.490], [0.351, -0.585, -3.412], [2.836, 0.243, -0.272], [-1.596, 4.277, -1.956], [5.610, 0.133, -0.460], [5.016, 0.482, 0.741], [6.694, 0.088, -0.537], [0.349, -2.428, -1.648], [-2.036, 1.108, -1.877], [1.747, -0.423, 3.481], [-2.022, -1.758, -0.849], [-0.107, -2.175, 1.395], [-0.565, -0.941, 3.789], [0.876, 2.084, 3.618], [1.916, -1.358, 2.932], [1.692, 2.505, 2.840], [-0.113, 0.441, 0.211], [-3.878, 1.577, -3.919], [5.110, -1.161, -5.110], [0.061, -1.155, -5.464], [-1.061, 3.166, -0.223], [-0.707, -0.498, -3.179], [2.879, 3.324, 4.434], [3.113, 0.790, 1.697], [-1.595, -3.041, -0.964], [-3.999, -0.508, -0.438], [0.774, 5.025, 2.391], [3.638, 0.523, 0.783], [-0.542, -5.669, -1.153], [-3.517, -0.081, 0.440], [3.377, -0.101, -1.461], [1.184, -0.313, -2.381], [2.138, -1.038, -4.892], [-6.932, -0.333, -2.151], [2.164, 3.528, 3.647], [6.724, -1.091, -4.741], [-3.407, 0.293, -3.686], [0.192, 1.315, 3.999], [0.802, -0.325, 5.824], [2.289, -1.692, 5.175], [-2.357, -4.168, -0.609], [1.250, 1.749, 5.862], [-1.600, -0.613, 3.629], [0.774, -0.948, -4.674], [-1.226, -0.947, 5.872], [2.033, 5.647, 4.021], [-3.372, -4.026, -0.241], [0.366, 0.066, 3.205], [-0.823, 1.703, 3.845], [-2.027, 3.544, -1.261], [-0.278, -3.278, -1.388], [-3.294, -1.450, -1.203], [5.608, 0.715, 1.618], [-3.945, -1.950, -2.346], [1.265, -4.710, -1.828], [3.023, -0.759, -3.831], [0.805, 2.679, 1.843], [-2.090, -0.866, -2.431], [4.440, -0.833, -3.990], [-3.419, 2.623, -3.121], [-5.246, -1.560, -2.683], [1.694, 4.813, 3.416], [6.648, -0.643, -3.147], [-3.739, -0.546, -4.284], [-1.025, 5.386, 0.372], [-5.809, 0.616, -0.144], [-3.420, -2.656, -2.987], [-1.844, -5.467, -0.709], [0.445, 1.089, 5.516], [-4.594, 1.770, -4.710]], "forces_ev_per_a": [[0.323, 1.881, -1.012], [0.056, 0.201, -0.056], [-0.086, -1.363, 0.582], [-0.215, 0.069, 0.125], [0.568, -1.400, 0.264], [0.978, -0.277, 0.061], [-0.762, -2.149, -1.408], [-0.267, -0.034, -0.297], [0.184, 0.169, 0.027], [0.042, 0.290, -0.006], [0.132, -0.175, 0.020], [-2.434, -0.720, -2.755], [0.001, -0.049, 0.037], [0.208, -0.724, 0.154], [-0.037, 0.032, -0.073], [0.149, 0.391, -0.411], [-0.056, -0.246, -0.127], [0.021, -0.054, 0.011], [-0.045, 0.171, 0.651], [0.598, -0.727, -2.532], [-0.158, 0.067, 0.168], [0.003, -0.008, 0.032], [0.153, 0.058, 0.251], [0.792, 1.680, -0.882], [-0.585, 0.777, 0.115], [0.718, 0.484, 1.577], [1.085, 0.169, 0.437], [-0.109, 0.175, 0.081], [-0.409, -0.006, -0.052], [0.536, -0.172, -0.493], [-0.213, -0.054, -0.203], [-0.207, -0.236, 0.256], [-0.616, 1.111, -1.158], [-0.176, -0.770, 0.136], [-0.479, -0.347, 0.178], [0.491, -0.492, 0.238], [-0.114, -0.092, 0.251], [-3.832, -1.922, 3.619], [-0.404, 0.184, -0.135], [2.638, 2.065, -3.589], [-0.410, -0.818, 0.273], [0.284, 0.215, 0.220], [0.179, 0.448, 1.569], [0.028, 0.016, 0.101], [0.158, 1.193, 0.500], [0.745, -0.085, -0.171], [0.053, -0.036, 0.008], [0.321, -0.012, -0.658], [0.195, 0.064, -0.116], [-1.290, 0.529, 0.255], [0.238, 0.291, 0.555], [-1.496, -0.262, -1.293], [0.109, -0.332, -0.052], [0.041, -0.133, -0.182], [2.039, 0.747, 2.902], [0.131, -0.119, -1.075], [-0.151, 0.095, 0.326], [-0.034, 0.019, -0.022], [1.126, 1.168, -0.016], [-0.991, 0.218, 0.723], [0.199, 1.024, -0.717], [-2.122, -2.055, 1.848], [0.009, 0.238, -0.839], [-0.211, 0.114, 0.071], [-0.187, -0.866, -0.123], [0.141, -0.100, 0.058], [0.226, 0.132, -0.133], [0.842, -0.112, -0.385], [0.219, 0.113, 0.121], [0.029, -0.030, 0.015], [0.136, 0.049, -0.046], [0.453, 0.107, 1.883], [0.136, -0.054, -0.244], [0.675, -0.808, 0.627], [0.835, -0.852, -0.333], [-0.764, -1.599, 1.943], [-0.056, -0.014, -0.060], [-1.683, -1.090, 0.210], [0.040, -0.020, 0.022], [-0.548, -0.012, -0.038], [0.448, 2.457, -1.225], [0.479, 0.860, -0.573], [2.578, -0.020, 0.178], [-0.098, -0.339, -0.122], [0.603, -0.507, 0.833], [-0.330, -0.306, -0.321], [-1.522, -0.117, -0.557], [0.140, 0.280, -0.018], [-0.244, 1.722, 0.121], [-0.012, 0.006, -0.007], [0.026, 0.040, 0.115], [-0.067, 0.926, -0.038], [-0.074, -0.328, -0.175], [-0.041, -0.004, -0.021]]}


2.
{"formula": "C42H39InN2OPS2", "method": "wB97M-V/def2-TZVPD", "molar_mass_g_mol": 797.71, "de_lowest_ev": 0.691, "energy_ev": -85351.066, "charge": -1, "orbital_gap_ev": 5.86, "species": ["C", "H", "C", "H", "C", "C", "C", "C", "C", "H", "H", "H", "C", "C", "C", "H", "H", "H", "C", "H", "H", "H", "C", "H", "H", "C", "C", "H", "C", "C", "C", "C", "C", "O", "H", "H", "C", "C", "C", "C", "H", "H", "C", "H", "H", "H", "H", "C", "C", "In", "C", "H", "C", "C", "S", "C", "H", "N", "H", "C", "C", "H", "H", "H", "P", "H", "C", "C", "H", "C", "H", "N", "H", "H", "C", "C", "C", "H", "H", "H", "H", "C", "C", "H", "C", "H", "C", "S"], "xyz": [[-4.769, -3.176, -1.796], [5.495, 0.789, 1.136], [-0.941, -3.409, 1.938], [-0.471, -5.549, 2.328], [-6.105, -3.527, -1.944], [-0.469, -4.509, -2.543], [0.213, 3.674, 2.668], [1.454, -2.262, -0.360], [2.140, 4.269, 1.021], [-0.399, 2.807, -0.715], [-5.168, -0.010, -0.678], [2.287, -2.737, -0.885], [-1.872, 2.817, -2.246], [-3.136, 0.808, -2.534], [2.864, 3.942, -0.123], [4.883, 6.652, -0.306], [-1.649, 3.838, -2.536], [-3.413, 2.570, -3.729], [-1.701, -2.466, -2.132], [1.576, -5.076, 0.604], [-0.561, 2.913, 2.773], [6.343, -0.583, -2.833], [1.854, -0.241, -1.569], [1.415, 0.759, -1.542], [3.611, 7.241, 1.728], [-0.401, -2.729, -4.153], [5.631, -0.324, -2.059], [-1.581, -4.113, -0.753], [-5.427, -0.997, -1.042], [-2.431, 0.223, -1.479], [-1.293, -3.740, -1.733], [0.384, 0.211, 4.140], [2.416, 5.461, 1.683], [0.947, 2.248, 0.944], [2.093, 0.864, 5.272], [0.670, 0.540, 6.279], [1.223, 0.213, 5.399], [0.814, -4.384, 0.936], [3.339, -0.134, -1.313], [-0.240, -4.624, 1.822], [-1.815, -3.189, 2.535], [-0.145, -5.486, -2.206], [-0.942, 0.436, 4.178], [-1.591, -0.123, 6.183], [-3.901, 0.242, -3.057], [1.868, 5.720, 2.580], [-3.998, -3.894, -2.046], [-1.424, 0.917, -0.773], [-2.863, 2.111, -2.915], [-0.451, -0.194, 0.945], [-1.652, 0.726, 5.494], [7.138, 0.232, -0.635], [-6.761, -1.347, -1.195], [4.115, 5.984, 0.064], [1.361, -0.158, 2.714], [-4.409, -1.905, -1.347], [0.641, -4.594, -4.380], [-0.384, -2.468, 1.175], [-7.534, -0.625, -0.959], [-0.021, -4.005, -3.756], [-1.232, -1.963, -3.345], [0.821, 3.685, 3.578], [-6.363, -4.519, -2.296], [4.406, 4.527, -1.488], [-2.673, -1.487, -0.918], [3.078, 0.544, 0.711], [0.698, -3.042, 0.559], [-7.106, -2.615, -1.644], [-8.148, -2.892, -1.753], [-1.166, 2.225, -1.204], [-1.230, 1.599, 6.002], [1.137, -1.035, -0.577], [2.647, 3.004, -0.619], [-0.049, -2.324, -5.094], [3.796, 0.313, -0.072], [3.401, 6.315, 1.207], [1.080, 3.316, 1.493], [3.916, -0.815, -3.259], [-1.500, -0.960, -3.653], [1.608, -0.794, 5.589], [-0.237, 4.661, 2.543], [6.077, 0.129, -0.826], [5.154, 0.443, 0.167], [1.671, -0.637, -2.574], [4.266, -0.456, -2.297], [-2.706, 0.926, 5.310], [3.847, 4.793, -0.600], [-2.046, 0.431, 2.792]], "forces_ev_per_a": [[0.012, 0.067, -0.092], [-0.020, -0.009, -0.022], [-0.044, -0.115, 0.007], [-0.008, 0.025, 0.008], [-0.004, 0.010, 0.005], [0.016, 0.002, -0.084], [-0.028, 0.043, -0.010], [-0.051, 0.101, -0.089], [-0.007, 0.028, -0.019], [0.012, 0.027, 0.014], [-0.011, -0.002, 0.008], [0.012, -0.007, -0.024], [-0.002, -0.049, 0.020], [0.025, -0.027, 0.038], [0.018, -0.073, -0.033], [-0.009, -0.010, -0.001], [0.016, 0.001, 0.014], [0.008, -0.005, 0.013], [0.121, 0.007, 0.076], [-0.041, 0.010, 0.007], [0.025, 0.013, 0.001], [-0.012, 0.005, -0.002], [0.013, -0.067, 0.104], [-0.034, 0.013, -0.032], [-0.002, -0.015, 0.002], [-0.047, 0.027, 0.023], [0.001, 0.017, 0.052], [0.004, 0.009, -0.038], [-0.014, -0.071, 0.024], [0.093, 0.140, -0.035], [-0.055, 0.009, 0.046], [0.033, 0.018, 0.043], [-0.004, 0.024, 0.056], [0.075, 0.086, -0.558], [-0.012, -0.010, 0.010], [0.017, -0.009, -0.017], [-0.022, -0.015, -0.081], [0.044, 0.096, 0.010], [0.003, 0.014, 0.008], [-0.053, 0.056, -0.021], [0.031, 0.012, -0.002], [-0.024, 0.016, 0.015], [-0.052, 0.005, 0.113], [-0.001, 0.021, -0.009], [0.004, -0.003, 0.022], [-0.002, 0.003, -0.032], [-0.005, -0.015, 0.024], [-0.154, -0.253, -0.063], [0.002, 0.026, -0.018], [-0.055, 0.056, 0.438], [0.027, -0.024, -0.110], [-0.011, -0.008, -0.001], [0.044, 0.021, -0.011], [-0.016, -0.021, 0.010], [-0.069, 0.028, -0.005], [-0.005, 0.041, -0.072], [-0.016, -0.004, -0.002], [0.201, 0.069, -0.205], [0.013, -0.009, 0.010], [-0.021, 0.025, 0.053], [-0.022, -0.055, -0.045], [0.002, 0.014, -0.021], [0.018, 0.017, 0.005], [-0.004, -0.009, 0.009], [-0.213, -0.145, 0.001], [0.046, 0.009, -0.029], [-0.044, -0.047, 0.068], [0.004, -0.008, 0.007], [0.016, 0.012, -0.011], [-0.005, -0.096, -0.016], [-0.015, -0.014, 0.003], [0.163, -0.022, 0.004], [0.010, 0.026, -0.002], [0.020, 0.002, 0.010], [-0.012, -0.019, 0.009], [-0.005, 0.012, 0.009], [0.010, -0.009, 0.382], [0.008, 0.006, 0.009], [-0.014, -0.002, 0.016], [0.008, 0.027, 0.013], [0.020, -0.017, 0.025], [-0.040, -0.003, -0.022], [0.001, -0.001, -0.019], [0.015, -0.036, -0.007], [0.003, 0.006, 0.021], [0.012, 0.001, 0.006], [-0.013, 0.005, 0.015], [0.071, -0.007, -0.027]]}